Entry 1:
Entry from OMol25: a structure of composition C27H42BN9O8SSe3TeY (ωB97M-V/def2-TZVPD).

Cartesian coordinates (Å):
Y 1.03051 0.85445 0.03360
Se 3.06316 1.53967 1.98044
Se 3.39343 3.79271 1.21631
Te 3.19647 3.69447 -1.30038
Se 0.70133 3.44329 -1.68995
C -2.92174 3.18414 -0.24009
C -4.40922 3.49097 0.07633
N -5.20254 2.26134 0.02678
C -4.67311 1.31898 1.01707
C -3.17321 1.03380 0.74775
N -2.74082 1.74964 -0.45246
C -3.56765 1.34567 -1.58591
C -5.05738 1.67160 -1.30436
H -2.28031 3.48853 0.58258
H -2.58180 3.70898 -1.13758
H -4.83502 4.20099 -0.63760
H -4.51698 3.92414 1.07393
H -5.27005 0.40468 0.96003
H -4.82451 1.74778 2.01071
H -2.98302 -0.03260 0.60766
H -2.53818 1.35805 1.57391
H -3.42988 0.27550 -1.75095
H -3.20509 1.86640 -2.47660
H -5.67456 0.77025 -1.34695
H -5.45772 2.37888 -2.03501
O 1.01338 1.79966 -7.22910
C -0.16537 2.20109 -6.56424
N -0.36793 1.53140 -5.30895
C -1.11662 0.39755 -5.20944
O -1.71777 -0.08473 -6.15177
C -1.18438 -0.23223 -3.84715
C -1.92663 -1.39140 -3.66189
C -1.98484 -1.94423 -2.39572
C -1.30900 -1.32118 -1.35488
N -0.57126 -0.22632 -1.53066
C -0.51007 0.29066 -2.75814
H 1.74246 1.82895 -6.59882
H -0.98649 1.94257 -7.22825
H -0.15415 3.28007 -6.37986
H 0.06061 1.93171 -4.48811
H -2.44036 -1.82417 -4.51003
H -2.55447 -2.84198 -2.19976
H -1.36087 -1.69300 -0.33650
H 0.12440 1.16309 -2.83230
N 1.19766 -3.29429 -0.25902
C 2.52165 -2.98014 -0.07811
N 2.95446 -1.77523 0.04660
C 4.34495 -1.78901 0.18931
C 5.16995 -0.66689 0.21414
C 6.53286 -0.84484 0.34189
C 7.09718 -2.11892 0.43153
C 6.29745 -3.24460 0.37104
C 4.92773 -3.06319 0.24147
S 3.68982 -4.27494 0.06546
H 0.70112 -2.50048 -0.64651
H 1.04613 -4.12790 -0.80816
H 4.73204 0.31630 0.13468
H 7.17513 0.02629 0.36652
H 8.16979 -2.22476 0.53041
H 6.72794 -4.23712 0.40871
N 0.52153 3.43449 3.30636
C 0.14007 3.40772 1.99809
N -0.12759 4.57885 1.38155
O -0.03429 2.30515 1.44673
H 0.98004 4.27556 3.61975
H 1.03573 2.58571 3.53237
H 0.32045 5.39621 1.76327
H -0.07129 4.50494 0.36292
C 0.66824 -1.21344 4.91636
C 0.60586 -1.99536 3.60810
C 1.59132 -3.15720 3.66909
O 1.06918 -1.10753 2.57499
B 0.06897 -0.82647 1.65144
O -1.07420 -1.54754 1.98796
C -0.84603 -2.37825 3.14400
C -1.93830 -2.05470 4.15834
C -0.99588 -3.82657 2.68704
H 1.69181 -0.86667 5.06119
H 0.38710 -1.82802 5.77388
H 0.02416 -0.33594 4.88675
H 2.58744 -2.75556 3.85728
H 1.62615 -3.70144 2.72741
H 1.34518 -3.85535 4.47264
H -1.97977 -0.98716 4.36423
H -1.78658 -2.58643 5.09897
H -2.90336 -2.35549 3.74964
H -0.31728 -4.04293 1.86401
H -2.01815 -3.98017 2.33668
H -0.80605 -4.53084 3.49896
O 1.76774 -1.45538 -2.64296
N 2.58628 -0.52895 -2.62170
O 3.54625 -0.47740 -3.37022
O 2.41668 0.42604 -1.77873

Forces on atoms 1 to 2 (eV/Å):
0.49 0.46 -0.35
0.32 0.39 0.02

## Properties
* total charge: -1
* E_HOMO: -4.54 eV
* orbital gap: 0.247 Ha
* relative energy (zero: lowest compared OMol25 entry of this formula, charge and spin): 124.9 kJ/mol
* LUMO: 2.18 eV

Entry 2:
Entry from OMol25: a cluster of 14 separate species, C27H42Cl26N3O5P in total at a distorted geometry (ωB97M-V/def2-TZVPD).

Cartesian coordinates (Å):
C 5.64601 0.54553 0.97621
C 5.08671 0.24394 -0.51689
O 5.59348 -0.64389 -1.27187
O 3.98153 1.05185 -0.93263
C 2.74527 0.63453 -0.24237
C 1.75374 -0.01620 -1.32680
C 0.34584 0.74468 -1.50311
C -0.47577 0.99600 -0.14819
C -1.07706 -0.19557 0.70274
P -0.81883 -1.99050 0.15444
O -1.40721 -2.08023 -1.29216
C -1.92211 0.10548 2.00596
C -2.62282 -0.99396 2.92833
O -3.95308 -1.41395 2.41883
N -4.16781 -0.88754 1.17161
O -4.06427 -1.76381 0.35961
C -2.09844 1.58108 2.40656
C -1.51757 2.81082 1.59443
N -1.79051 4.11672 2.13294
C -1.23924 5.09949 1.26097
C -0.42740 4.83025 -0.03797
N -0.13282 3.52390 -0.52187
C -0.71474 2.50046 0.30788
H 5.55453 1.67462 1.14736
H 6.71195 0.15219 1.13843
H 4.90261 0.01177 1.68763
H 3.06016 -0.21955 0.47205
H 2.28791 1.52291 0.31937
H 1.63935 -1.14844 -1.14902
H 2.29976 0.06972 -2.35640
H -0.31344 0.06125 -2.17002
H 0.54699 1.68232 -2.12126
H -1.56950 -2.90776 0.98634
H 0.54953 -2.39810 0.22693
H -1.99971 -1.92846 3.12621
H -2.84707 -0.47093 3.93771
H -2.70435 1.80252 3.36101
H -1.38970 6.20503 1.56759
H -0.02446 5.72628 -0.62865
C 3.13671 -3.22318 -2.76550
Cl 2.77864 -1.73296 -3.63831
Cl 2.12711 -3.35515 -1.32150
H 2.94381 -4.07409 -3.41916
H 4.18440 -3.22001 -2.46586
C 4.43028 3.70026 3.83551
Cl 5.84736 2.93505 3.10638
Cl 2.94603 2.84582 3.39627
H 4.53918 3.68679 4.91907
H 4.36367 4.72891 3.48401
C -6.88419 -3.14250 -0.03090
Cl -7.56340 -1.53769 0.27113
Cl -8.04644 -4.41340 0.36796
H -6.62018 -3.22199 -1.08446
H -5.99427 -3.27154 0.58291
C 2.39369 3.89133 -3.43770
Cl 2.41572 4.32786 -1.72473
Cl 3.05497 2.27219 -3.69510
H 1.36481 3.91431 -3.79526
H 2.99362 4.61065 -3.99401
C 4.58456 3.32032 -6.70370
Cl 3.76847 4.83042 -7.12996
Cl 4.81343 2.29426 -8.12459
H 5.55832 3.55322 -6.27477
H 3.97801 2.78535 -5.97421
C -2.62337 7.66005 4.05188
Cl -3.95427 7.09281 3.03765
Cl -1.10183 7.69438 3.15022
H -2.84917 8.66616 4.40236
H -2.51502 6.98832 4.90230
C -2.71879 -1.24019 -4.24616
Cl -4.06420 -1.81333 -5.24144
Cl -1.21392 -1.18821 -5.17348
H -2.94697 -0.23792 -3.88596
H -2.58987 -1.91538 -3.40060
C -8.23563 -0.43879 3.57506
Cl -8.03843 -1.16141 5.17713
Cl -8.79681 1.23367 3.69494
H -7.27653 -0.45480 3.05919
H -8.96635 -1.01809 3.01263
C 7.77904 -2.51857 1.15144
Cl 7.67081 -1.46803 2.56965
Cl 6.90982 -4.03608 1.41219
H 7.34280 -2.00352 0.29464
H 8.82692 -2.74025 0.95445
C -5.90599 2.33310 5.73756
Cl -4.81988 1.70931 4.48920
Cl -6.76418 3.77000 5.17387
H -6.63373 1.56262 5.99075
H -5.32093 2.59222 6.61888
C -7.83323 -2.44476 -6.22707
Cl -6.42996 -3.21128 -6.97948
Cl -9.32684 -3.29371 -6.64422
H -7.70730 -2.46111 -5.14532
H -7.90260 -1.41504 -6.57487
C 5.71289 -6.32260 3.98495
Cl 5.74332 -5.89325 5.69932
Cl 6.38534 -7.93556 3.71789
H 4.68173 -6.30668 3.63444
H 6.30357 -5.59662 3.42804
C 3.85538 -7.09641 -2.72163
Cl 2.26964 -7.67468 -2.19915
Cl 3.72556 -6.10297 -4.17894
H 4.29455 -6.49848 -1.92386
H 4.49270 -7.95362 -2.93388

Forces on atoms 1 to 2 (eV/Å):
-1.15 0.04 -1.16
1.53 -2.05 -1.29

## Properties
* E_HOMO: -8.84 eV
* orbital gap: 0.275 Ha
* LUMO: -1.36 eV

Entry 3:
Entry from OMol25: a structure of composition C27H42N3P2Pd (ωB97M-V/def2-TZVPD).

Cartesian coordinates (Å):
Pd -0.07839 0.12324 -0.24023
C -0.11808 2.58425 -2.88473
P 0.57596 2.22374 -1.22597
C 0.63939 3.90537 -0.49384
C 2.35761 1.93352 -1.56888
C 3.03080 2.67283 -2.53860
C 4.37331 2.44940 -2.79699
C 5.06723 1.49590 -2.06707
C 4.41306 0.76825 -1.08634
C 3.05728 0.96880 -0.83568
P 2.16478 0.00123 0.43635
C 3.03927 -1.60000 0.49807
C 2.74523 0.82089 1.97184
H 0.24705 3.53471 -3.27184
H -1.20487 2.63014 -2.81160
H 0.15269 1.77842 -3.56569
H 1.21307 4.56767 -1.14178
H 1.11334 3.87027 0.48689
H -0.37538 4.29024 -0.38479
H 2.50255 3.42969 -3.10538
H 4.87692 3.01840 -3.56740
H 6.11686 1.31867 -2.26133
H 4.96539 0.03378 -0.51376
H 4.06720 -1.49940 0.84440
H 3.02075 -2.04570 -0.49650
H 2.50097 -2.26261 1.17694
H 3.83457 0.86901 1.97990
H 2.39802 0.26537 2.84405
H 2.34746 1.83483 2.01667
C -0.33397 -3.34393 3.63377
C -0.67579 -3.67754 2.20547
C -1.25128 -4.90957 1.87413
C -1.58482 -5.22740 0.55385
C -2.19526 -6.56399 0.22200
C -1.35378 -4.30717 -0.44813
C -0.80520 -3.02183 -0.16280
C -0.45456 -2.76658 1.20217
N -0.56822 -2.02499 -1.01779
C -0.87444 -1.97287 -2.45366
C -1.29510 -3.27209 -3.14421
C -2.02864 -0.96296 -2.65098
C 0.39429 -1.47414 -3.17649
H -0.47837 -4.20327 4.28567
H -0.96811 -2.53078 3.99408
H 0.70378 -3.01942 3.72002
H -1.43884 -5.63558 2.65658
H -2.28969 -7.18106 1.11332
H -1.58388 -7.10089 -0.50402
H -3.18744 -6.43292 -0.21136
H -1.59637 -4.58743 -1.45967
H -0.03691 -1.79181 1.42910
H -2.25734 -3.63578 -2.78533
H -0.53710 -4.04807 -3.03295
H -1.40438 -3.06634 -4.20953
H -2.96494 -1.38721 -2.28457
H -2.14713 -0.72588 -3.70838
H -1.84152 -0.03459 -2.10161
H 1.16724 -2.24498 -3.15442
H 0.78507 -0.58383 -2.68617
H 0.16787 -1.24640 -4.21895
C -2.11880 2.56870 4.53788
C -2.26474 1.61556 3.40266
C -3.25153 0.70186 3.11437
C -2.86562 0.08109 1.90933
N -1.71124 0.57813 1.48817
N -1.36542 1.50639 2.40248
C -3.60162 -0.97571 1.15681
H -2.92418 2.41025 5.25022
H -2.16525 3.60326 4.19443
H -1.16975 2.42469 5.05624
H -4.14531 0.51360 3.68564
H -0.51718 2.02677 2.27922
H -4.65949 -0.94634 1.41018
H -3.21786 -1.96831 1.39655
H -3.49033 -0.82624 0.08241

Forces on atoms 1 to 2 (eV/Å):
0.27 0.50 0.14
0.00 -0.08 0.22

## Properties
* total charge: +1
* ⟨S²⟩: 2.0520
* E_HOMO (spin up / spin down): -9.91 / -10.84 eV
* 2S+1: 3
* orbital gap (spin up / spin down): 0.299 / 0.257 Ha
* LUMO (spin up / spin down): -1.77 / -3.84 eV